DFT (wB97M-V/def2-TZVPD) results for C3H11N3 as an isolated structure in a non-equilibrium geometry.

Output
Energy above the lowest of the compared OMol25 structures with the same formula, charge and spin ... 5.9056 eV
HOMO level ... -6.183 eV
Gap between HOMO and LUMO ... 7.0 eV
Strongest force on any atom ... 0.0753 hartree/bohr

Each line ends with the natural charge from an NBO analysis.
Element x y z (Å)
C  0.555961  0.430751  -0.873742  0.028
C  -1.443621  0.450327  0.925961  -0.339
C  2.172315  -0.045392  0.831384  -0.402
N  0.896529  -0.291395  0.236327  -0.814
N  -1.145899  0.105022  -0.901373  -0.312
N  -1.303391  -1.295528  -1.191340  -0.653
H  -1.541896  0.657087  -1.663601  0.393
H  -0.571338  -1.724998  -0.618652  0.395
H  -2.181583  -1.604823  -0.781584  0.342
H  0.582299  1.527182  -0.784889  0.116
H  1.015580  0.153494  -1.835147  0.152
H  2.973864  -0.619838  0.342173  0.153
H  -1.313813  -0.393516  1.590461  0.228
H  -2.478259  0.741586  0.764810  0.172
H  -0.827109  1.273434  1.277529  0.223
H  2.465657  1.022569  0.809832  0.136
H  2.144703  -0.385961  1.871853  0.181

Atomic forces in eV per Å
C -1.068 -0.946 1.386
C -0.525 0.619 -2.400
C -0.206 -0.047 -0.211
N -0.360 -0.288 -0.462
N 3.054 -0.134 2.378
N -0.108 0.567 0.171
H -0.608 0.055 0.536
H 0.311 0.127 -0.002
H -0.070 0.139 -0.123
H -0.188 0.437 -0.036
H -0.706 -0.253 -0.472
H 0.265 0.139 0.014
H 0.112 -0.410 -0.708
H -0.132 -0.028 0.304
H 0.037 -0.069 -0.526
H 0.075 -0.040 0.139
H 0.118 0.132 0.011

DFT (wB97M-V/def2-TZVPD) results for a 2-piece molecular cluster, C3H11N3 overall in a non-equilibrium geometry.

Output
Energy above the lowest of the compared OMol25 structures with the same formula, charge and spin ... 2.5383 eV
HOMO level ... -7.861 eV
Gap between HOMO and LUMO ... 8.9 eV
SMILES ... C=CN.NCN
Strongest force on any atom ... 0.0755 hartree/bohr

Each line ends with the natural charge from an NBO analysis.
Element x y z (Å)
C  -1.669788  1.572858  -0.302087  -0.528
C  -0.804288  1.190733  -1.292257  0.020
N  -1.200027  0.189743  -2.214341  -0.862
H  -2.770799  1.495034  -0.251053  0.206
H  -1.249735  2.123612  0.489195  0.196
H  0.192466  1.540574  -1.522365  0.198
H  -2.172436  0.182452  -2.480553  0.381
H  -0.562231  -0.487938  -2.594547  0.393
N  0.538758  -1.836981  0.627459  -0.875
C  0.687073  -0.572911  1.457184  -0.063
N  2.086383  -0.073472  1.498240  -0.863
H  1.478567  -2.095041  0.235606  0.354
H  0.175139  -2.567943  1.163756  0.355
H  -0.096599  0.122201  1.104906  0.203
H  0.456621  -0.773943  2.516455  0.166
H  2.731691  -0.761515  2.131818  0.358
H  2.563535  0.123407  0.650240  0.360

Atomic forces in eV per Å
C 1.015 0.318 -1.511
C -2.592 -1.848 0.085
N -0.178 1.335 -0.121
H 0.871 -0.835 -0.300
H 0.349 1.247 0.653
H 0.267 0.026 1.060
H 0.282 -0.496 0.084
H -0.119 0.355 -0.015
N 1.817 1.985 -0.979
C 0.875 -1.110 -0.139
N 0.423 -1.997 3.139
H -1.426 0.203 0.777
H -0.426 -1.377 0.845
H 1.083 0.122 -0.017
H -0.067 -0.119 -0.383
H -2.203 2.232 -2.287
H 0.029 -0.040 -0.891

DFT (wB97M-V/def2-TZVPD) results for a 2-piece molecular cluster, C3H11N3O overall in a non-equilibrium geometry.

Output
Energy above the lowest of the compared OMol25 structures with the same formula, charge and spin ... 0.7158 eV
HOMO level ... -9.417 eV
Gap between HOMO and LUMO ... 10.3 eV
SMILES ... [H]/N=C(\N)NCC.O
Strongest force on any atom ... 0.0424 hartree/bohr

Each line ends with the natural charge from an NBO analysis.
Element x y z (Å)
C  -1.804859  1.538230  0.361091  -0.617
C  -1.258510  0.110678  0.238334  -0.221
N  0.213155  0.131433  0.426756  -0.661
C  0.749711  -1.173243  0.465444  0.574
N  0.780032  -1.846046  -0.714809  -0.839
N  1.261979  -1.613769  1.558220  -0.740
H  -1.122756  2.154362  -0.238659  0.220
H  -1.789666  1.975066  1.362984  0.204
H  -2.814389  1.579504  -0.033463  0.217
H  -1.820811  -0.510741  0.949770  0.190
H  -1.514490  -0.175030  -0.781760  0.191
H  0.346420  0.529680  1.354860  0.397
H  0.358948  -1.425949  -1.522405  0.391
H  1.510463  -2.485917  -0.957374  0.402
H  1.690025  -2.522680  1.394363  0.330
H  1.218564  0.746692  -0.931290  0.482
H  2.339728  1.759728  -1.254026  0.463
O  1.656455  1.228002  -1.678036  -0.984

Atomic forces in eV per Å
C 0.915 0.177 -0.292
C -0.789 1.191 -0.111
N -1.431 -0.718 0.624
C 1.560 -0.668 1.369
N -0.853 0.044 -1.123
N -0.210 0.489 -0.476
H -0.449 0.150 -0.093
H -0.039 -0.378 0.094
H -0.097 0.146 -0.023
H 0.560 -0.341 -0.141
H 0.233 -0.426 0.037
H 0.367 -0.147 -0.103
H 0.038 0.264 -0.099
H 0.149 -0.153 0.459
H -0.066 -0.007 0.134
H 0.220 0.703 -0.424
H -0.093 -0.076 -0.105
O -0.016 -0.250 0.274

DFT (wB97M-V/def2-TZVPD) results for a 2-piece molecular cluster, C3H11N3O overall in a non-equilibrium geometry.

Output
Energy above the lowest of the compared OMol25 structures with the same formula, charge and spin ... 0.6509 eV
HOMO level ... -9.184 eV
Gap between HOMO and LUMO ... 10.0 eV
SMILES ... NC(N)=O.CCN
Strongest force on any atom ... 0.0742 hartree/bohr

Each line ends with the natural charge from an NBO analysis.
Element x y z (Å)
C  0.570258  -1.196628  -0.451541  -0.209
C  1.726715  -1.799988  -1.234748  -0.623
N  0.726944  0.354174  -0.249514  -0.876
H  1.129953  0.835464  -1.049411  0.348
H  1.395542  0.498168  0.502983  0.358
H  0.582196  -1.553928  0.579756  0.196
H  -0.378602  -1.500425  -0.890990  0.200
H  1.681695  -2.887588  -1.207169  0.214
H  1.700550  -1.476630  -2.274208  0.202
H  2.675719  -1.481115  -0.803095  0.202
C  -1.789232  0.886670  0.813569  0.789
N  -1.497763  1.866435  -0.118613  -0.853
N  -1.079080  0.982401  2.016475  -0.865
O  -2.878041  0.300380  0.770156  -0.656
H  -2.017512  1.790298  -0.978159  0.388
H  -1.572757  0.641432  2.826727  0.407
H  -0.502447  1.951512  -0.314804  0.393
H  -0.474138  1.789368  2.062588  0.384

Atomic forces in eV per Å
C 1.044 1.893 0.627
C -0.100 0.169 0.180
N 0.397 -2.037 -0.382
H 0.051 -0.548 -0.275
H -0.070 -0.237 -0.079
H -0.128 -0.165 -0.119
H -0.159 0.610 -0.020
H 0.007 -0.084 -0.068
H 0.016 -0.015 -0.088
H 0.054 -0.069 -0.016
C -3.167 1.445 1.568
N 0.912 0.203 -0.321
N 0.329 -0.415 -1.453
O 1.674 -0.419 -0.239
H -0.268 -0.239 0.127
H 0.141 0.213 -0.133
H -0.542 -0.060 0.200
H -0.191 -0.247 0.491

DFT (wB97M-V/def2-TZVPD) results for a 2-piece molecular cluster, C3H11N3O overall in a non-equilibrium geometry.

Output
Energy above the lowest of the compared OMol25 structures with the same formula, charge and spin ... 2.0134 eV
HOMO level ... -8.765 eV
Gap between HOMO and LUMO ... 9.4 eV
SMILES ... [H]/N=C(\N)NCC.O
Strongest force on any atom ... 0.0463 hartree/bohr

Each line ends with the natural charge from an NBO analysis.
Element x y z (Å)
C  2.057117  1.643922  -0.983568  -0.624
C  1.795471  0.419283  -0.080496  -0.211
N  0.536799  0.511354  0.631942  -0.678
C  -0.538323  -0.268563  0.197978  0.616
N  -0.574855  -1.575956  0.756743  -0.890
N  -1.495385  0.197530  -0.506634  -0.741
H  3.039673  2.043405  -0.714899  0.207
H  1.348339  2.432359  -0.712923  0.209
H  2.071547  1.518413  -2.057743  0.218
H  1.857845  -0.464156  -0.721435  0.199
H  2.642268  0.360789  0.599518  0.188
H  0.279328  1.460384  0.843639  0.387
H  -0.331016  -2.330700  0.130673  0.386
H  -0.132240  -1.698495  1.654941  0.392
H  -1.818122  -0.530330  -1.152022  0.350
H  -3.188756  -1.046311  0.075460  0.469
H  -3.563658  -1.470240  1.432348  0.462
O  -3.986037  -1.202686  0.606482  -0.939

Atomic forces in eV per Å
C 0.410 0.726 0.885
C 0.555 0.156 -1.025
N -0.399 0.012 1.458
C -0.542 -0.204 0.500
N 0.306 -0.509 -0.733
N 1.737 0.205 -1.612
H -0.013 0.041 -0.163
H 0.010 -0.042 -0.316
H -0.357 -0.370 -0.152
H -0.363 -0.204 0.350
H -0.138 -0.192 0.336
H -0.149 0.200 -0.379
H -0.276 -0.076 -0.019
H 0.474 0.361 -0.232
H -1.101 -0.094 0.916
H -0.398 0.232 0.005
H -0.330 -0.035 0.090
O 0.573 -0.206 0.090

DFT (wB97M-V/def2-TZVPD) results for one molecule with the formula C3H11N3O in a non-equilibrium geometry.

Output
Energy above the lowest of the compared OMol25 structures with the same formula, charge and spin ... 6.1717 eV
HOMO level ... -8.336 eV
Gap between HOMO and LUMO ... 9.3 eV
SMILES ... CN(C)N(C)NO
Strongest force on any atom ... 0.1527 hartree/bohr

Each line ends with the natural charge from an NBO analysis.
Element x y z (Å)
C  -1.419210  0.700394  1.009646  -0.435
C  0.641879  1.240439  -1.023936  -0.436
C  1.757629  -0.347378  0.440901  -0.410
N  -0.636588  -0.388964  0.451943  -0.126
N  0.569031  -0.034274  -0.329119  -0.329
N  -1.238034  -0.945311  -0.660091  -0.222
O  -1.515984  -2.409016  -0.077519  -0.650
H  -0.656445  -2.848556  0.025165  0.440
H  -0.828263  -1.215734  -1.557951  0.391
H  -1.837883  1.378956  0.259479  0.187
H  -0.772821  1.263397  1.682359  0.204
H  -2.252710  0.226403  1.520527  0.228
H  0.822522  2.078296  -0.340231  0.168
H  -0.284767  1.413438  -1.568137  0.207
H  1.457090  1.189982  -1.746877  0.213
H  1.588879  -1.265255  0.999123  0.213
H  2.600064  -0.486721  -0.237707  0.196
H  2.005611  0.449901  1.152423  0.160

Atomic forces in eV per Å
C -0.119 0.240 -0.393
C -0.379 -0.139 0.538
C -0.040 0.394 0.022
N 3.090 1.066 -4.032
N 2.055 0.498 1.611
N -5.546 -5.112 2.187
O -0.697 1.372 -1.550
H 0.105 0.575 -0.149
H 1.255 0.786 1.253
H 0.117 -0.047 -0.058
H -0.154 -0.128 0.204
H 0.049 0.129 0.274
H 0.024 0.218 -0.044
H -0.015 0.077 -0.051
H 0.001 -0.020 0.082
H 0.021 -0.009 -0.069
H 0.051 0.047 0.021
H 0.184 0.052 0.156